18
Properties=species:S:1:pos:R:3:forces:R:3:mulliken_charge:R:1 method="wB97M-V/def2-TZVPD" mol_weight_g_mol=191.05 spin_multiplicity=6 orbital_gap_ev="5.967 / 7.338" energy_ha=-1878.85602 fmax_ev_per_a=2.39 charge=0
O 2.157800 0.204066 -0.283787 -1.77 0.90 0.06 -0.61
C 1.580690 3.040458 0.364104 0.72 1.33 0.99 0.35
O 2.095070 3.929261 0.976628 -1.05 -1.79 -1.18 -0.37
C -2.136778 0.880449 -0.107220 -1.03 -0.55 0.50 -0.24
O -1.196578 1.800646 -0.536791 1.90 -0.73 0.35 -0.65
C -1.616709 -0.546459 -0.252568 -0.54 -0.27 -0.53 -0.39
O -0.325887 -0.575690 0.345653 0.11 0.20 0.25 -0.33
C 0.567365 -1.587436 -0.104287 0.16 -0.61 -0.47 -0.39
C 1.979625 -1.086932 0.182441 0.15 -1.03 0.52 -0.24
Co 0.576712 1.280323 0.022922 0.57 1.01 -0.29 0.26
H -3.087004 0.938896 -0.677485 0.44 0.14 0.09 0.36
H -2.411609 1.037352 0.960027 0.22 0.07 -0.39 0.28
H -1.516395 -0.800718 -1.321828 0.01 0.09 0.27 0.34
H -2.279572 -1.286393 0.225253 0.20 0.25 -0.07 0.31
H 0.430362 -1.722898 -1.191049 0.03 0.08 0.27 0.35
H 0.351600 -2.544258 0.399006 0.08 0.32 -0.08 0.31
H 2.682219 -1.809509 -0.280745 -0.16 0.41 0.07 0.36
H 2.149087 -1.151165 1.279729 -0.03 0.18 -0.38 0.29

=====

24
Properties=species:S:1:pos:R:3:forces:R:3:mulliken_charge:R:1 method="wB97M-V/def2-TZVPD" mol_weight_g_mol=173.26 orbital_gap_ev="7.251 / 5.732" energy_ha=-857.03264 fmax_ev_per_a=4.39 charge=+1
C -2.240615 -0.076959 -0.365314 1.73 2.18 -0.01 0.13
C 0.598763 2.030998 0.352919 -3.06 -3.14 0.15 -0.12
C -3.672832 0.256122 -0.195990 -0.69 -2.37 1.97 -0.83
C -0.089566 0.946445 -0.239229 1.84 1.92 -0.98 0.18
C 0.599989 -1.465617 0.861038 -1.93 -0.39 1.07 -0.96
C 2.762271 -0.940012 -0.027549 3.68 -1.76 -0.82 -0.85
C 0.700737 -0.088789 -1.122368 -2.25 1.29 -0.23 -0.77
N -1.447745 0.949474 -0.136661 -1.19 -2.26 0.20 -0.47
N 1.386246 -0.845221 -0.162700 -1.48 -1.48 -0.27 0.32
O 1.913024 2.058417 0.361921 0.64 1.59 -0.08 -0.40
S -4.889447 -1.144305 0.046362 1.17 1.13 -0.29 -0.04
H -1.901740 -1.074991 -0.691380 -0.10 0.33 0.27 0.30
H -0.039632 2.632000 1.043977 0.84 0.20 -0.86 0.41
H -3.715999 0.894581 0.679694 -0.22 -0.08 0.51 0.35
H -4.016220 0.915548 -0.910445 -0.83 1.15 -2.10 0.42
H 0.128956 -2.460050 0.585544 0.22 1.30 -0.27 0.28
H 1.178267 -1.728275 1.720773 0.84 0.04 0.36 0.47
H -0.128844 -0.702419 1.260906 0.30 -1.34 -0.56 0.38
H 3.125102 -1.862473 0.583180 -1.09 1.58 -0.93 0.37
H 3.349559 -1.037596 -1.027902 -1.24 0.61 1.56 0.30
H 3.050629 -0.053511 0.522018 0.80 0.38 0.10 0.37
H 1.256746 0.386568 -1.901882 1.26 0.39 0.13 0.43
H -0.065785 -0.582432 -1.773845 0.36 -0.53 1.02 0.34
H 2.158129 2.992495 0.536936 0.41 -0.73 0.07 0.38

=====

17
Properties=species:S:1:pos:R:3:forces:R:3:mulliken_charge:R:1 method="wB97M-V/def2-TZVPD" mol_weight_g_mol=163.14 spin_multiplicity=3 orbital_gap_ev="5.534 / 6.692" energy_ha=-584.17066 fmax_ev_per_a=6.93 charge=0
C 0.216847 -2.454353 0.516074 1.28 0.32 0.44 0.25
C -1.012144 1.356960 -1.475970 2.66 -3.22 0.46 -0.52
C -1.522693 1.903280 -0.325771 1.11 -2.14 1.84 -0.50
C -0.150144 0.247872 -1.460174 -2.07 2.41 4.22 -0.75
C -1.250146 1.245115 0.845292 -0.55 1.81 -0.65 -0.51
C 0.159054 -0.207853 -0.136859 3.54 -3.07 -5.10 0.30
C 1.077445 -1.362053 0.159998 0.57 0.64 -3.62 0.18
N -0.545811 -3.186036 0.927004 -1.24 -1.37 0.38 -0.43
N -0.443262 0.214093 0.906658 -2.34 1.73 1.59 -0.07
N 1.982916 -0.852791 1.183150 1.03 -0.38 -0.14 0.94
O 3.115047 -0.690013 0.827515 1.72 0.13 -0.57 -0.60
O 1.560572 -0.526171 2.244335 -1.50 0.38 2.00 -0.54
H -1.269919 1.779792 -2.336288 -0.85 1.57 -3.68 0.54
H -2.221035 2.627671 -0.502204 -1.81 1.91 0.73 0.43
H 0.252401 -0.054161 -2.348230 1.36 -1.34 -1.79 0.42
H -1.737158 1.468960 1.703389 -1.51 0.95 2.65 0.48
H 1.788031 -1.510314 -0.727921 -1.40 -0.32 1.25 0.39

=====

16
Properties=species:S:1:pos:R:3:forces:R:3:mulliken_charge:R:1 method="wB97M-V/def2-TZVPD" mol_weight_g_mol=99.14 smiles=CC(C)N(N)C#N orbital_gap_ev=9.995 energy_ha=-322.00288 fmax_ev_per_a=3.18 charge=0
C -0.676718 1.104434 0.702796 -1.82 -0.21 0.35 -1.42
C 0.009196 0.146002 -0.241421 -1.40 -2.84 -0.21 0.31
C -0.915641 -1.089098 -0.725879 -0.53 1.68 0.02 -1.17
N 1.204409 -0.504129 0.362303 0.42 -0.01 0.14 0.15
N 2.295100 -0.674103 -0.577647 1.28 0.72 1.09 -0.74
C 0.964358 -1.461554 1.292936 -0.18 0.03 0.42 0.39
N 0.631897 -2.213503 2.125140 0.68 0.95 -1.14 -0.52
H -1.432806 0.600895 1.374567 0.31 0.24 -1.17 0.31
H -0.061517 1.501208 1.471623 1.23 0.68 0.19 0.43
H -1.157738 1.941881 0.139910 0.25 -0.76 0.55 0.32
H 0.305854 0.575572 -1.170884 0.74 0.76 -0.20 0.43
H -1.995276 -0.826264 -0.871016 0.88 0.01 0.39 0.31
H -0.822543 -1.847381 0.046117 -0.35 -0.28 -0.25 0.36
H -0.592298 -1.440566 -1.709811 0.30 -0.16 0.33 0.32
H 3.058023 0.005986 -0.273936 -1.32 -1.13 -0.47 0.26
H 2.721982 -1.600825 -0.457077 -0.48 0.32 -0.04 0.26

=====

94
Properties=species:S:1:pos:R:3:forces:R:3:mulliken_charge:R:1 method="wB97M-V/def2-TZVPD" mol_weight_g_mol=903.62 orbital_gap_ev=5.778 energy_ha=-3459.15064 fmax_ev_per_a=0.73 charge=-1
Sn -0.862253 0.833700 -0.274204 -0.28 0.27 0.08 0.67
O -3.902108 -0.493053 2.761189 0.02 -0.01 -0.06 -0.81
C -3.336052 -0.185669 1.702372 0.08 0.27 0.15 0.24
N -2.425176 0.765298 1.481976 -0.15 -0.11 -0.13 0.42
C -2.122239 1.753339 2.429297 -0.17 -0.04 0.01 0.09
C -2.276664 1.634128 3.811562 0.03 0.03 -0.04 -0.20
C -1.958159 2.697955 4.650410 0.01 0.00 -0.06 -0.99
C -1.490574 3.885671 4.113583 0.02 -0.02 0.00 -0.84
C -1.327212 4.019057 2.738056 0.02 -0.07 -0.02 -0.52
C -1.623763 2.961558 1.879140 -0.03 0.12 0.06 -0.32
N -1.437466 2.960732 0.482158 0.27 -0.22 -0.06 0.61
C -1.464343 4.085703 -0.236314 -0.03 -0.04 0.19 0.06
O -1.605969 5.252837 0.150708 0.01 -0.07 -0.04 -0.81
C -1.326419 3.868658 -1.733472 0.01 0.08 -0.08 0.26
C -1.265482 4.974635 -2.576035 0.05 0.05 -0.04 -0.71
C -1.088056 4.769365 -3.932297 -0.01 -0.07 0.03 -0.37
C -0.978916 3.468281 -4.409855 0.00 0.06 -0.02 -0.74
C -1.072295 2.430066 -3.501209 -0.02 -0.06 0.05 -0.32
N -1.258764 2.629376 -2.200856 0.00 -0.01 -0.03 0.30
C -3.778201 -0.951039 0.458536 -0.06 0.06 -0.11 0.22
C -4.582836 -2.077241 0.623815 0.06 -0.09 0.03 -0.56
C -5.032161 -2.754426 -0.494631 0.04 0.01 0.03 -0.46
C -4.697942 -2.269716 -1.753269 0.02 -0.05 -0.03 -0.66
C -3.912344 -1.132824 -1.825372 0.11 0.05 0.10 -0.39
N -3.452395 -0.492916 -0.749907 -0.01 0.06 0.02 0.10
H -2.658404 0.708229 4.211359 -0.03 0.00 -0.01 0.60
H -2.090595 2.595566 5.722088 0.00 -0.01 -0.02 0.34
H -1.245710 4.720159 4.761849 -0.02 -0.01 -0.03 0.36
H -0.979776 4.951737 2.326993 0.01 0.02 -0.07 0.37
H -1.353295 5.958991 -2.138408 0.03 -0.02 0.02 0.49
H -1.026137 5.609864 -4.613661 -0.01 -0.01 0.02 0.41
H -0.819391 3.265363 -5.460969 -0.01 -0.01 0.02 0.40
H -0.981708 1.392537 -3.812726 -0.01 0.04 0.01 0.44
H -4.827840 -2.381140 1.631898 0.01 -0.01 -0.01 0.48
H -5.631179 -3.651811 -0.393964 -0.02 0.04 0.01 0.41
H -5.028724 -2.768479 -2.655444 0.00 0.03 0.01 0.42
H -3.624613 -0.708391 -2.784071 -0.02 -0.05 0.02 0.43
C 3.029336 5.462538 1.824000 -0.04 0.01 -0.04 -1.24
C 1.955918 5.195734 0.773252 0.24 -0.15 0.08 0.23
N 2.304057 4.112038 -0.136096 -0.13 -0.03 0.09 -0.11
C 1.913011 2.819899 0.064242 0.20 -0.01 0.18 -0.12
S 1.919021 1.748475 -1.276356 0.04 0.02 -0.19 -0.51
N 1.627211 2.498462 1.312882 -0.03 0.54 0.09 -0.92
N 0.977383 1.329455 1.449476 -0.31 -0.63 0.20 1.22
C 0.959812 0.772829 2.613951 0.20 0.28 -0.19 0.35
C 1.646844 1.365606 3.810665 -0.05 -0.01 -0.07 -1.83
C 0.206324 -0.486190 2.764380 -0.11 -0.28 0.03 0.66
C -0.049552 -1.024184 4.030218 0.01 0.07 -0.01 -0.81
C -0.794131 -2.184181 4.139116 0.03 -0.03 -0.03 -0.84
C -1.264800 -2.798735 2.988422 0.02 0.00 0.06 -1.06
C -0.947741 -2.214427 1.774445 0.14 -0.02 -0.09 -0.56
N -0.227433 -1.104310 1.657632 0.13 -0.05 0.08 0.86
H 2.715638 6.276586 2.484658 0.04 -0.04 -0.03 0.35
H 3.177990 4.564668 2.424690 0.02 0.02 -0.02 0.23
H 3.979262 5.735960 1.356343 -0.04 -0.01 0.04 0.33
H 1.027708 4.933227 1.272439 -0.14 0.00 0.00 -0.30
H 1.773541 6.092065 0.178276 -0.02 -0.01 -0.04 0.46
H 2.540335 4.326175 -1.086467 -0.05 0.03 -0.09 0.25
H 2.239779 2.212353 3.483040 0.03 0.04 0.02 0.24
H 0.904449 1.723797 4.531141 0.01 -0.04 -0.02 0.30
H 2.293718 0.634731 4.301837 -0.04 -0.01 0.03 0.44
H 0.306785 -0.514743 4.914949 -0.04 -0.01 -0.02 0.44
H -1.014248 -2.601584 5.114391 -0.01 0.03 -0.01 0.37
H -1.871870 -3.693889 3.029647 0.03 0.03 -0.02 0.49
H -1.288437 -2.658165 0.840830 0.00 0.03 0.04 0.61
C 2.139365 -3.483340 0.337716 -0.02 0.01 -0.05 -0.49
C 3.273985 -4.480159 0.147671 -0.22 -0.02 -0.18 -0.95
S 3.117604 -5.424534 -1.363905 0.17 -0.11 0.02 1.19
O 1.733097 -5.768742 -1.566468 -0.04 0.08 -0.05 -0.55
O 4.098644 -6.483131 -1.323696 0.05 0.11 0.01 -0.73
C 3.634374 -4.271663 -2.662822 -0.32 0.02 0.21 -0.71
C 2.587058 -4.061734 -3.754811 -0.06 0.07 0.19 -1.16
N 1.434912 -3.273250 -3.314173 0.08 -0.29 -0.06 0.28
C 1.485232 -1.989002 -2.866755 -0.16 0.08 -0.06 0.50
N 0.320287 -1.582627 -2.394557 0.21 -0.05 -0.23 0.03
C -0.526099 -2.632567 -2.524533 -0.05 -0.06 0.08 -0.45
C 0.131476 -3.689780 -3.086957 0.08 0.21 0.08 -0.02
N -0.445940 -4.919108 -3.509019 0.08 -0.17 0.03 1.18
O 0.127152 -5.585106 -4.360260 0.12 0.07 -0.03 -0.69
O -1.512167 -5.221885 -3.011696 -0.10 0.05 0.04 -0.65
C 2.702534 -1.137278 -2.946430 0.02 0.02 0.12 -1.52
H 2.126137 -3.118143 1.363909 0.03 0.04 -0.01 0.52
H 1.183303 -3.967281 0.136808 0.00 0.04 0.04 0.23
H 2.224544 -2.612638 -0.316692 0.01 -0.05 0.04 -0.11
H 3.273664 -5.257917 0.913344 0.03 0.02 0.01 0.44
H 4.262386 -4.018536 0.112019 0.00 -0.06 0.09 0.41
H 4.537694 -4.718157 -3.074972 0.02 0.07 -0.03 0.52
H 3.881739 -3.336486 -2.157273 0.08 -0.04 -0.12 0.37
H 2.214007 -5.011155 -4.112500 -0.05 -0.10 -0.07 0.42
H 3.058735 -3.545883 -4.590138 0.00 0.01 -0.05 0.54
H -1.565234 -2.581839 -2.236352 0.04 -0.02 -0.01 0.43
H 3.485787 -1.592693 -3.551938 -0.03 0.07 -0.02 0.44
H 3.088105 -0.916498 -1.947768 0.00 -0.02 -0.02 0.20
H 2.432870 -0.169157 -3.364080 -0.01 0.01 -0.04 0.38

=====

11
Properties=species:S:1:pos:R:3:forces:R:3:mulliken_charge:R:1 method="wB97M-V/def2-TZVPD" mol_weight_g_mol=129.14 smiles="Nc1nnoc1C=S" orbital_gap_ev=7.767 energy_ha=-753.72853 fmax_ev_per_a=1.72 charge=0
N -1.688984 1.865188 -0.114938 -0.04 -0.02 0.99 -0.52
C -1.331799 0.514090 -0.022714 0.66 0.50 0.03 0.31
N -2.163169 -0.567326 -0.023373 -1.09 0.33 -0.13 -0.35
N -1.507579 -1.640742 0.021143 -0.08 0.11 -0.23 -0.08
O -0.187924 -1.353848 0.036524 0.51 0.42 0.23 -0.10
C -0.059263 0.002430 0.036673 -0.71 -0.89 -0.18 0.75
C 1.203743 0.627049 0.111935 0.72 1.47 0.51 -0.45
S 2.685191 0.009411 -0.063242 -0.24 -0.13 -0.02 -0.21
H -1.229646 2.423995 0.639146 -0.85 -0.54 -1.12 0.25
H -2.688568 2.087326 -0.245788 0.96 -0.47 0.36 0.27
H 1.100589 1.707639 0.391144 0.13 -0.78 -0.44 0.14

=====

8
Properties=species:S:1:pos:R:3:forces:R:3:mulliken_charge:R:1 method="wB97M-V/def2-TZVPD" mol_weight_g_mol=128.94 smiles=ClC1(Cl)COO1 orbital_gap_ev=10.542 energy_ha=-1148.09649 fmax_ev_per_a=4.82 charge=0
Cl 1.458422 -1.620827 -0.195496 -0.18 0.14 -0.30 -0.12
C 0.678862 -0.072734 -0.239034 -0.69 0.36 4.17 0.54
Cl 1.538267 1.101674 -1.097656 0.03 0.42 -0.38 -0.10
C -0.892614 -0.021236 -0.048340 2.46 2.31 -3.45 -0.41
O -0.843262 0.761176 1.069852 -0.40 0.56 1.02 -0.22
O 0.531613 0.422621 1.436129 0.11 -0.77 -3.19 -0.26
H -1.369241 0.446114 -0.966427 0.10 -0.38 1.35 0.27
H -1.102049 -1.016789 0.040970 -1.42 -2.62 0.78 0.30

=====

16
Properties=species:S:1:pos:R:3:forces:R:3:mulliken_charge:R:1 method="wB97M-V/def2-TZVPD" mol_weight_g_mol=128.20 smiles="C1=NNC[C@@]12CCS2" orbital_gap_ev=9.282 energy_ha=-702.85297 fmax_ev_per_a=5.97 charge=0
C 1.168324 -0.358722 1.051063 -0.70 1.74 -0.07 -0.22
N 1.381105 -1.601015 0.932224 2.61 0.00 4.10 -0.59
N 0.641961 -2.180579 0.042702 0.51 -4.24 -3.14 -0.15
C 0.312444 -1.084435 -0.982000 -3.51 -4.25 2.29 -0.75
C 0.110994 -0.045715 0.037110 -1.86 3.43 -0.24 0.82
C -1.382488 0.180512 0.632445 -2.13 0.12 2.96 -0.65
C -1.598275 1.655529 0.296761 1.00 3.23 -2.40 -0.50
S -0.072870 1.574160 -0.907840 -0.49 0.31 1.74 -0.19
H 1.470917 0.361049 1.867377 0.05 -1.38 -1.09 0.35
H 1.100970 -3.208426 -0.205516 -1.65 3.77 0.25 0.29
H 1.108579 -1.071262 -1.637042 1.63 0.97 -1.57 0.37
H -0.655482 -1.425767 -1.417031 0.87 0.65 -0.28 0.25
H -2.211666 -0.534786 0.193295 1.79 1.36 1.01 0.19
H -1.562055 0.372701 1.914970 1.02 -2.01 -3.48 0.24
H -2.389369 2.208213 -0.286056 -0.01 -1.94 0.07 0.28
H -1.523431 2.499874 1.058682 0.85 -1.76 -0.16 0.25